Entry from OMol25: a molecular structure, C15H34O12SSi (ωB97M-V/def2-TZVPD).

Calculated values
- E_LUMO: 0.58 eV
- Orbital gap: 0.3958 Eh
- Charge: 0
- Molecular weight: 466.578 g/mol

Last column: Mulliken charge in e.
Cartesian coordinates (Å):
S: 2.6009 1.4145 1.3737  0.384
Si: 3.6028 -1.1666 2.2161  0.885
O: -5.3682 1.5354 0.8635  -0.344
O: -1.9656 -0.9848 1.4405  -0.385
O: 2.7971 1.7005 2.7860  -0.545
O: -1.4599 -2.4202 4.2448  -0.536
O: -5.7085 3.1878 -0.6367  -0.561
O: 2.6095 -0.1819 1.2217  -0.126
O: 4.3899 0.3973 -4.1118  -0.374
O: 2.4562 -0.7316 -3.7876  -0.560
O: 3.1030 0.9960 -2.4868  -0.348
O: 1.0246 1.6517 1.1029  -0.294
O: -1.1290 1.1525 1.6902  -0.344
O: -6.9651 1.3077 -0.5691  -0.372
C: 0.1434 1.3469 2.1958  -0.184
C: 3.2394 0.1351 -3.4943  0.710
C: 3.8776 -0.0303 -6.4673  -1.102
C: -5.9862 2.1162 -0.1623  0.751
C: -4.2419 2.2626 1.3672  -0.512
C: -7.7213 1.7761 -1.6973  -0.185
C: 1.8713 0.8766 -1.7689  -0.513
C: 2.6940 -1.4456 3.8153  -1.076
C: 4.6816 -0.4307 -5.2500  -0.169
C: -1.9183 -2.8308 2.9560  -0.659
C: 5.2912 -0.4143 2.5025  -1.254
C: 3.8149 -2.8358 1.4134  -1.254
C: -1.1686 -2.0839 1.8663  0.334
C: -1.2554 0.0417 0.8223  -0.390
C: -6.9691 1.6054 -2.9989  -1.091
H: -2.1128 -1.8305 4.6377  0.303
H: 3.8366 -3.5554 2.2349  0.362
H: 1.8058 -2.0515 3.6204  0.221
H: -4.5213 3.2829 1.6209  0.378
H: -1.7497 -3.9026 2.8778  0.302
H: 5.3884 0.5583 2.0181  0.348
H: -3.9101 1.7406 2.2587  0.184
H: 6.0671 -1.0658 2.1068  0.384
H: 5.7447 -0.2865 -5.4320  0.287
H: -0.2272 -1.7418 2.3048  -0.156
H: 0.1005 2.1870 2.8810  0.274
H: 3.3394 -1.9619 4.5258  0.469
H: 3.0098 -3.1162 0.7359  0.282
H: -3.4372 2.2678 0.6351  0.211
H: -8.0139 2.8135 -1.5367  0.315
H: -2.9742 -2.5828 2.8484  0.346
H: -7.6057 1.8866 -3.8379  0.351
H: -6.6595 0.5672 -3.1247  0.290
H: 0.5018 0.4764 2.7504  0.217
H: -0.9480 -2.7382 1.0170  0.355
H: 1.0343 1.1847 -2.3944  0.475
H: 2.3568 -0.5066 4.2515  0.292
H: -6.0768 2.2288 -3.0184  0.314
H: -1.8158 0.3775 -0.0480  0.338
H: -8.6240 1.1682 -1.6974  0.290
H: 4.1892 -0.6187 -7.3303  0.356
H: 4.7706 -2.9303 0.9010  0.360
H: 1.9508 1.5424 -0.9145  0.117
H: 4.5231 -1.4773 -4.9911  0.311
H: 4.0270 1.0268 -6.6897  0.293
H: 2.8138 -0.1940 -6.3039  0.316
H: 5.4274 -0.2339 3.5677  0.326
H: 1.7225 -0.1446 -1.4242  0.279
H: -0.2734 -0.3175 0.5024  0.323

Atomic forces in eV per Å
-0.2 0.3 0.4
0.1 -0.4 0.5
0.0 0.0 0.0
0.1 0.0 0.0
0.3 0.0 -0.1
-0.2 0.1 0.1
0.0 0.0 0.0
0.3 -0.2 0.1
0.0 0.0 0.0
0.0 0.0 0.0
0.0 0.0 0.0
0.1 0.1 0.1
0.2 0.2 -0.3
0.0 0.0 0.0
-0.4 -0.2 0.5
0.0 0.0 0.0
-0.1 0.1 0.1
0.0 0.0 0.0
0.1 0.0 0.1
-0.2 0.1 -0.2
-0.1 0.1 0.1
-0.2 0.2 -0.3
0.1 -0.2 -0.2
0.2 0.5 0.2
-0.4 0.4 -0.2
0.0 0.1 -0.1
-0.1 -0.2 0.2
-0.1 -0.2 0.0
0.2 0.0 0.1
0.2 -0.1 -0.1
-0.1 -0.1 0.0
0.0 -0.1 0.1
0.0 0.0 -0.1
-0.1 -0.1 0.0
0.1 0.0 -0.1
0.0 -0.1 0.0
0.1 0.0 0.1
0.0 0.1 0.1
0.1 0.0 -0.1
0.0 0.2 -0.1
0.0 -0.1 0.1
0.0 0.0 0.0
0.0 0.1 0.0
0.1 0.0 0.0
-0.1 -0.3 -0.1
0.0 0.0 0.0
-0.1 0.0 0.0
0.1 -0.1 -0.2
0.0 0.0 -0.1
0.0 -0.1 0.0
0.1 0.1 0.1
0.0 0.1 0.0
-0.1 0.0 0.0
0.0 -0.1 0.1
0.0 0.0 0.0
0.0 0.1 -0.2
0.0 0.0 -0.5
-0.1 0.0 0.1
0.1 0.0 0.0
0.0 -0.1 0.0
0.2 -0.1 0.0
0.0 0.0 0.0
0.1 0.1 0.0